# 1
Here is a structure of composition C32H26CaClIN4O4 from the Open Molecules 2025 dataset. Energies are from ωB97M-V/def2-TZVPD.

The geometry in XYZ format:
```
69
C32H26CaClIN4O4 (ωB97M-V/def2-TZVPD)
Ca 0.4480 -0.2310 0.4962
O -5.0230 1.7191 -1.1067
C -4.3323 1.3504 -2.2126
C -4.9856 1.4118 -3.4113
C -4.4761 0.8005 -4.5182
C -3.2143 0.2519 -4.5242
C -2.5066 0.2964 -3.3070
C -2.9918 0.9866 -2.2239
C -2.0870 0.9556 -1.0272
O -1.0072 0.3420 -1.2075
N -2.4855 1.6336 0.0310
N -1.6428 1.5582 1.1056
C -1.9026 2.3420 2.0889
C -1.1390 2.3432 3.2976
C -1.6248 3.0947 4.3821
C -1.1130 3.0448 5.7688
C 0.0034 2.2565 5.9150
C 0.5414 1.5571 4.8414
C 0.0859 1.5330 3.5150
O 0.6704 0.8677 2.5649
H -4.3206 1.9596 -0.4249
H -6.0565 1.7748 -3.4213
H -4.9720 0.9212 -5.4580
H -2.7530 -0.2766 -5.3314
H -1.4402 -0.0325 -3.1418
H -2.6925 3.0968 1.9736
H -2.5611 3.5719 4.2898
H -1.7638 3.4669 6.6271
H 0.4714 2.0735 6.8499
H 1.4838 0.9431 4.9962
Cl -0.5473 -7.8197 0.7503
C -0.4600 -6.1131 1.0939
C -0.1857 -5.6836 2.3412
C -0.1105 -4.3510 2.6204
I 0.3340 -3.6809 4.4980
C -0.2382 -3.3264 1.6741
O -0.2079 -2.0654 1.9323
C -0.4469 -3.8218 0.3541
N -0.5634 -2.7829 -0.6232
C -0.9113 -3.1719 -1.8293
C -1.2006 -4.5419 -2.2028
C -0.9717 -5.5346 -1.3043
C -0.5586 -5.1954 0.0561
H -0.0032 -6.4182 3.0927
H -1.0688 -2.4478 -2.6170
H -1.4521 -4.6550 -3.2491
H -1.0042 -6.5457 -1.5839
C 3.5173 3.6904 -0.9274
N 2.1385 3.2207 -1.1108
C 1.4946 2.9742 0.1362
C 2.1706 1.9657 -2.0278
C 3.0981 0.7955 -1.6234
C 4.4158 0.9043 -2.0495
C 5.3441 -0.0966 -1.6070
C 4.9814 -1.0684 -0.7133
C 3.6140 -1.1921 -0.3806
C 2.6119 -0.2899 -0.8388
H 3.5004 4.6605 -0.5027
H 4.0304 3.8316 -1.8952
H 4.1585 3.0198 -0.3159
H 1.4793 3.8795 0.7393
H 1.9245 2.1235 0.7840
H 0.4573 2.6852 0.0102
H 2.6923 2.2340 -3.0029
H 1.1630 1.4673 -2.2902
H 4.7433 1.6215 -2.7088
H 6.3943 -0.1551 -2.1814
H 5.7038 -1.7865 -0.2735
H 3.3500 -1.9424 0.3488
```

Output
- ΔE to the lowest compared entry with this formula, charge and spin (kcal/mol) = 0.0
- gap between HOMO and LUMO (eV) = 5.9669
- total charge = -2
- HOMO (eV) = -2.03

***

# 2
Here is a structure of composition C17H26ClO2P2V from the Open Molecules 2025 dataset. Energies are from ωB97M-V/def2-TZVPD.

The geometry in XYZ format:
```
49
C17H26ClO2P2V (ωB97M-V/def2-TZVPD)
C -3.5469 0.3245 -5.3439
C -2.6923 -0.1071 -4.1921
H -4.5942 0.2693 -5.0361
H -3.3934 -0.3428 -6.1999
H -3.3097 1.3543 -5.6300
O -3.0702 -0.5386 -3.1284
Cl -0.9536 0.0914 -4.5293
V 0.0390 -0.0435 0.4046
P 0.2843 -2.1544 -0.4262
C -0.3864 -3.3561 0.7781
C -0.6112 -2.5613 -1.9551
H -0.4844 -3.6169 -2.2266
H 2.0264 -3.7595 -1.0085
H -0.2528 -1.9228 -2.7672
H 2.4327 -2.0931 -1.5156
H -1.4540 -3.1651 0.9312
H -1.6732 -2.3257 -1.8357
C 1.9948 -2.7023 -0.7178
H -0.2416 -4.3816 0.4191
H 2.5806 -2.5432 0.1935
H 0.1247 -3.2261 1.7375
P -0.0374 2.2314 0.2506
C -0.7961 2.8790 1.7840
C 1.6001 3.0244 0.2085
H -0.6009 2.6491 -2.0538
H -0.9766 4.0729 -1.0304
H -2.0381 2.6308 -1.0203
C -1.0023 2.9786 -1.0904
H 2.0932 2.7703 -0.7363
H 1.5061 4.1136 0.2990
H -0.7998 3.9752 1.7640
H -0.2292 2.5309 2.6539
H 2.2055 2.6171 1.0242
H -1.8210 2.5015 1.8720
C -1.3349 -0.3654 1.5820
O -2.2739 -0.5840 2.2733
C 1.6492 0.1102 1.3848
C 2.0088 0.0685 2.5804
C 2.5356 -0.0461 3.8589
C 3.8358 -0.6175 3.9928
C 4.4271 -0.7283 5.2517
C 3.7519 -0.3114 6.4034
C 2.4460 0.2024 6.2904
C 1.8425 0.3537 5.0413
H 4.3727 -0.9718 3.0974
H 5.4368 -1.1392 5.3394
H 4.2231 -0.4021 7.3909
H 1.9120 0.4850 7.1854
H 0.8444 0.7744 4.9597
```

Output
- gap between HOMO and LUMO (alpha / beta) (eV) = 5.9783 / 6.9701
- total charge = +2
- 2S+1 = 3
- HOMO (alpha / beta) (eV) = -14.95 / -15.09

***

# 3
Here is an isolated molecule of C6H6Cl2N2 from the Open Molecules 2025 dataset. Energies are from ωB97M-V/def2-TZVPD.

The geometry in XYZ format:
```
16
C6H6Cl2N2 (ωB97M-V/def2-TZVPD)
C -2.2435 1.5352 -0.2937
C -3.2383 0.5657 -0.1455
C -3.0286 -0.7364 0.0691
C -0.4445 -0.8863 -0.4545
C 0.1237 -1.9274 -1.0201
C 0.9940 0.6018 0.8082
N -0.9506 1.4857 -0.2754
N -0.1281 0.3788 -0.1338
Cl -4.9501 1.2513 -0.3563
Cl -4.1529 -1.7440 0.6782
H -2.4239 2.6390 -0.4154
H 1.1645 -2.1169 -1.2909
H -0.4758 -2.8473 -0.9452
H 0.7757 1.5171 1.4066
H 1.2398 -0.3741 1.4059
H 1.8012 0.5750 0.0401
```

Output
- ΔE to the lowest compared entry with this formula, charge and spin (kcal/mol) = 122.9
- gap between HOMO and LUMO (alpha / beta) (eV) = 7.1220 / 7.1368
- HOMO (alpha / beta) (eV) = -8.15 / -8.16

***

Per-record F_max, eV/A: 4.30 9.57 3.24